44
Properties=species:S:1:pos:R:3:forces:R:3:nbo_charge:R:1 method="wB97M-V/def2-TZVPD" smiles="C1=C(c2ccccc2)Oc2ccccc2[C@@H]1[NH+]1CCCCC1" total_charge=+1 total_energy_ha=-904.9915 fmax_ev_per_a=2.96
C 1.1761 0.5085 -0.7667 -0.876 0.334 0.140 -0.426
C 1.5706 -0.7974 -0.9290 0.166 -0.243 1.154 0.415
C 1.8035 -1.5375 -2.1821 0.014 0.394 -1.199 -0.069
C 1.6302 -0.8649 -3.4238 0.614 -1.818 -0.062 -0.171
C 1.8694 -1.5592 -4.6394 -0.293 0.791 1.234 -0.209
C 2.2323 -2.9015 -4.6242 0.097 0.031 -0.119 -0.171
C 2.3577 -3.5691 -3.4088 -0.051 -0.190 0.154 -0.208
C 2.1227 -2.9080 -2.2064 0.127 -0.014 0.450 -0.178
O 1.8174 -1.5653 0.1795 -2.027 0.762 -0.123 -0.461
C 1.4996 -1.0659 1.4556 0.649 0.240 -0.528 0.379
C 1.9968 -1.8879 2.4466 -0.010 -0.324 0.434 -0.257
C 2.1574 -1.3972 3.7277 -0.747 0.305 -0.321 -0.160
C 1.7850 -0.0614 4.0018 0.010 -0.255 -0.218 -0.210
C 1.2390 0.7545 3.0089 -0.207 0.055 0.372 -0.167
C 0.9687 0.2084 1.7285 1.546 -0.056 -1.058 -0.179
C 0.5595 0.9745 0.5208 1.380 1.415 1.202 0.000
N -1.1875 1.1685 0.5920 -1.185 -1.251 -2.406 -0.462
C -1.5796 2.4867 -0.0506 0.342 -0.701 -1.314 -0.220
C -2.8908 3.1366 0.3297 -0.588 -0.261 -0.715 -0.422
C -4.0288 2.1157 0.4280 0.116 0.015 0.249 -0.400
C -3.6620 1.1223 1.5407 -0.242 -0.236 -0.698 -0.418
C -2.3396 0.3991 1.2664 -0.111 -1.090 -1.015 -0.209
H 1.4198 1.2540 -1.5633 -0.849 -0.842 0.708 0.253
H 1.2999 0.1509 -3.4119 -0.040 0.460 -0.255 0.209
H 1.7629 -1.0200 -5.5710 -0.035 -0.076 -0.024 0.229
H 2.4120 -3.4324 -5.5670 -0.067 0.258 0.449 0.233
H 2.6440 -4.6273 -3.3953 -0.205 0.475 0.023 0.232
H 2.1720 -3.4727 -1.2671 0.133 0.346 -0.446 0.231
H 2.2246 -2.9055 2.1449 0.366 0.137 0.249 0.241
H 2.5494 -2.0554 4.4935 -0.018 0.215 0.065 0.238
H 1.9164 0.3031 5.0163 0.110 0.185 -0.262 0.235
H 1.1069 1.8449 3.2266 -0.290 -1.179 -0.322 0.234
H 0.5773 2.0658 0.5915 1.158 -0.421 0.326 0.226
H -1.1248 0.5319 -0.2197 -0.416 0.843 0.249 0.434
H -1.6006 2.2121 -1.1259 -0.127 0.606 0.414 0.205
H -0.7468 3.1695 0.0626 0.110 0.247 0.194 0.211
H -3.1366 3.8528 -0.4830 0.339 -0.163 0.640 0.243
H -2.7997 3.6620 1.2727 -0.016 0.242 0.170 0.216
H -4.9613 2.6353 0.6974 0.285 -0.234 -0.160 0.237
H -4.2011 1.6011 -0.5418 0.166 0.232 0.493 0.207
H -3.6404 1.6405 2.4930 -0.028 0.048 0.207 0.218
H -4.4431 0.3291 1.5652 0.603 0.437 0.318 0.243
H -2.5535 -0.3524 0.4655 -0.164 0.248 0.982 0.194
H -1.9746 -0.1466 2.1215 0.262 0.036 0.370 0.234